# 1
The following is a DFT calculation (ωB97M-V/def2-TZVPD) of a cluster of 3 separate species, C29H21BBrClO9PS in total in a non-equilibrium geometry.

Element x y z (Å)
C (-0.18346, 3.12185, -4.80078)
S (-1.44907, 1.98125, -5.35907)
O (-1.98086, 2.47398, -6.62470)
O (-0.78994, 0.68506, -5.42851)
B (-2.80904, 1.98661, -4.00386)
Cl (-3.91281, 0.57150, -4.36477)
Br (-1.91782, 1.84118, -2.20790)
P (-3.90877, 3.60074, -4.10980)
O (-4.72575, 3.81501, -2.90385)
O (-2.98619, 4.90837, -4.39281)
O (-4.86490, 3.48766, -5.40372)
H (0.57003, 2.52883, -4.28875)
H (-0.58505, 3.83076, -4.07697)
H (0.24861, 3.62546, -5.66264)
H (-2.19632, 4.69895, -4.90562)
H (-4.31665, 3.39137, -6.19922)
C (3.35149, -0.84929, -2.96770)
C (2.11241, -0.80585, -3.59645)
C (1.03179, -1.48336, -3.05665)
C (1.19560, -2.21702, -1.88951)
C (2.44623, -2.26926, -1.26065)
C (3.52007, -1.57680, -1.80179)
C (2.65326, -3.06197, -0.02005)
O (3.73217, -3.10310, 0.53689)
C (1.48657, -3.81316, 0.53015)
C (1.65766, -4.58689, 1.67187)
C (0.58231, -5.27170, 2.20861)
C (-0.67039, -5.17882, 1.61132)
C (-0.84276, -4.41737, 0.46999)
C (0.23512, -3.73962, -0.07975)
C (0.02294, -2.92819, -1.31435)
O (-1.07891, -2.85272, -1.81145)
H (4.18980, -0.30947, -3.38900)
H (1.97451, -0.23823, -4.50577)
H (0.06410, -1.43394, -3.53678)
H (4.47928, -1.61367, -1.30485)
H (2.63413, -4.64227, 2.13208)
H (0.71583, -5.87301, 3.09842)
H (-1.51457, -5.70289, 2.04139)
H (-1.81541, -4.34497, 0.00270)
C (-1.55779, -1.41181, 1.57223)
C (-1.72127, -2.01395, 2.81513)
C (-1.24406, -1.39706, 3.95701)
C (-0.58654, -0.17702, 3.86270)
C (-0.41095, 0.42353, 2.61263)
C (-0.91153, -0.19165, 1.47185)
C (0.31982, 1.71538, 2.47889)
O (0.47693, 2.24491, 1.40211)
C (0.86968, 2.33742, 3.72172)
C (1.59640, 3.51614, 3.61966)
C (2.10434, 4.11475, 4.75872)
C (1.88338, 3.54227, 6.00718)
C (1.16341, 2.36602, 6.11394)
C (0.65979, 1.75561, 4.97218)
C (-0.09065, 0.47284, 5.10594)
O (-0.28447, -0.02141, 6.19833)
H (-1.93182, -1.87930, 0.67240)
H (-2.21998, -2.97007, 2.89163)
H (-1.37041, -1.85650, 4.92734)
H (-0.79464, 0.28349, 0.50615)
H (1.75754, 3.95413, 2.64462)
H (2.67308, 5.03158, 4.67647)
H (2.27665, 4.01554, 6.89732)
H (0.98791, 1.91018, 7.07818)

Computed properties:
Net charge: -1
2S+1: 1
DFT total energy, Eh: -5593.81908
Kohn-Sham gap, eV: 6.801


# 2
The following is a DFT calculation (ωB97M-V/def2-TZVPD) of a structure of composition C29H21BrN5NaO2.

Element x y z (Å)
Na (0.47000, -0.03233, -0.93863)
C (1.25647, 6.28711, -0.49783)
C (2.01319, 4.99343, -0.59734)
C (3.39201, 4.92565, -0.44156)
C (4.04877, 3.70727, -0.52381)
C (3.25670, 2.60108, -0.76805)
Br (4.07669, 0.87407, -0.87348)
N (1.95808, 2.62123, -0.93014)
C (1.34338, 3.79874, -0.84262)
H (1.93489, 7.12771, -0.35563)
H (0.56038, 6.26832, 0.34190)
H (0.67232, 6.47181, -1.39996)
H (3.95971, 5.82888, -0.25033)
H (5.11786, 3.62110, -0.40063)
H (0.26534, 3.76220, -0.96389)
O (0.96484, -7.59012, -0.52639)
N (-0.17327, -7.16826, -0.49614)
O (-1.14965, -7.86837, -0.33907)
C (-0.39499, -5.69717, -0.62070)
C (-1.68726, -5.32060, -0.60709)
C (-2.05334, -3.94694, -0.72948)
C (-3.39728, -3.52972, -0.71618)
C (-3.67388, -2.19734, -0.83597)
C (-2.60306, -1.29578, -0.97098)
N (-1.34063, -1.66733, -0.99016)
C (-1.05791, -2.97707, -0.86660)
C (0.34069, -3.38633, -0.86920)
N (1.25700, -2.40177, -0.98511)
C (2.53056, -2.72412, -0.98963)
C (2.98624, -4.03973, -0.87748)
C (2.07286, -5.05106, -0.75549)
C (0.69473, -4.74834, -0.74957)
H (-2.45663, -6.07218, -0.50533)
H (-4.18434, -4.26617, -0.60936)
H (-4.68834, -1.82456, -0.82704)
H (-2.77597, -0.22758, -1.05748)
H (3.23521, -1.90537, -1.08350)
H (4.04669, -4.24897, -0.88517)
H (2.40155, -6.06991, -0.66505)
C (1.07526, -0.02635, 3.56324)
C (0.07401, 0.81727, 4.02227)
C (-0.75458, 1.43992, 3.11349)
C (-0.59967, 1.22443, 1.73340)
N (0.37912, 0.40679, 1.30943)
C (1.17674, -0.18605, 2.19632)
C (-1.48484, 1.88723, 0.70632)
C (-2.54682, 2.67557, 1.17876)
C (-3.38925, 3.33371, 0.30010)
C (-3.16649, 3.19847, -1.06432)
C (-2.12096, 2.40035, -1.50843)
C (-1.22255, 1.69786, -0.67593)
H (1.75469, -0.53345, 4.23389)
H (-0.05742, 0.99248, 5.08306)
H (-1.52225, 2.10269, 3.47807)
H (1.95137, -0.82582, 1.78063)
H (-2.74935, 2.78946, 2.23565)
H (-4.20562, 3.93929, 0.67480)
H (-3.81248, 3.71086, -1.77068)
H (-1.99854, 2.32383, -2.58987)

Computed properties:
2S+1: 1
DFT total energy, Eh: -4278.21455
Kohn-Sham gap, eV: 5.370
Relative energy (zero: lowest compared OMol25 entry of this formula, charge and spin), kcal/mol: 8.99


# 3
The following is a DFT calculation (ωB97M-V/def2-TZVPD) of a structure of composition C29H21Cl4FN4S3V in a non-equilibrium geometry.

Element x y z (Å)
V (-0.65416, 0.84766, -2.33225)
N (-0.18378, 0.82796, -0.11367)
C (-1.40250, 1.07539, 0.59963)
C (-1.72845, 0.42668, 1.73751)
C (-2.60884, 0.90116, 2.73337)
C (-3.31968, 2.02565, 2.42876)
C (-3.26102, 2.51722, 1.13280)
C (-2.26111, 2.14792, 0.21097)
C (-2.03129, 2.98719, -0.98741)
C (-2.49704, 4.30903, -0.84029)
C (-2.54487, 5.11173, -1.95679)
C (-2.00448, 4.69955, -3.16231)
C (-1.36382, 3.49232, -3.26948)
C (-1.32388, 2.61131, -2.12896)
H (0.28115, -0.07429, 0.19707)
H (0.45631, 1.62805, 0.01217)
H (-1.20784, -0.51031, 1.95933)
H (-2.60891, 0.35249, 3.69148)
H (-3.93975, 2.48361, 3.17848)
H (-4.01245, 3.17830, 0.78763)
H (-2.65774, 4.65043, 0.19785)
H (-2.94940, 6.10824, -1.92260)
H (-2.19044, 5.30667, -4.03068)
H (-0.77537, 3.19792, -4.16795)
Cl (-4.26675, -1.85979, 0.65140)
C (-3.39637, -2.57472, -0.92946)
Cl (-2.31088, -4.04857, -0.40902)
Cl (-4.51559, -3.02874, -2.04360)
C (-2.65315, -1.34017, -1.31747)
N (-1.95199, -0.56361, -1.84370)
S (6.24477, -1.34417, 2.52501)
C (4.70897, -1.89576, 2.63350)
S (3.75444, -1.56771, 1.19402)
C (2.28695, -2.17885, 2.01248)
N (2.56985, -2.45447, 3.24196)
N (3.90265, -2.35186, 3.59801)
C (4.19590, -2.77652, 4.99449)
C (3.09882, -2.73038, 5.89366)
C (3.28949, -3.18753, 7.14314)
C (4.48758, -3.85966, 7.50650)
C (5.55225, -3.81521, 6.61944)
C (5.41302, -3.28458, 5.33325)
S (0.89278, -2.24662, 1.11316)
H (2.17699, -2.30804, 5.54904)
H (2.49990, -3.02362, 7.89465)
H (4.61171, -4.28299, 8.49220)
H (6.54254, -4.21786, 6.88024)
H (6.23301, -3.39681, 4.62288)
F (-1.88842, -0.78961, -8.27235)
C (-1.50255, -0.44910, -6.98215)
C (-0.18963, -0.22711, -6.59857)
C (0.14102, 0.25461, -5.31740)
C (-0.80496, 0.60777, -4.36549)
C (-2.18073, 0.47044, -4.84703)
C (-2.50153, -0.13836, -6.05774)
H (0.56229, -0.49340, -7.33265)
H (1.21580, 0.47106, -5.18525)
H (-2.99448, 0.95548, -4.31635)
H (-3.58054, -0.26892, -6.28327)
Cl (2.50917, 1.76524, -1.33749)
C (1.36427, 0.82659, -2.47502)
H (1.72276, -0.21163, -2.44428)
H (1.55003, 1.26328, -3.49536)

Computed properties:
Net charge: -2
2S+1: 4
DFT total energy, Eh: -5415.81023
Kohn-Sham gap (alpha / beta), eV: 4.610 / 6.621


# 4
The following is a DFT calculation (ωB97M-V/def2-TZVPD) of a structure of composition C29H22AgClF2N3O2S in a non-equilibrium geometry.

Element x y z (Å)
Ag (-0.16452, 0.19246, -0.08362)
Cl (4.70364, 5.34511, 1.49145)
C (3.23745, 4.37708, 1.37412)
C (1.99488, 5.02085, 1.16113)
C (0.84790, 4.28915, 1.09011)
C (0.81970, 2.85140, 1.28563)
O (-0.25787, 2.21572, 1.27769)
C (2.12574, 2.22596, 1.44568)
C (2.31309, 0.81198, 1.49320)
N (1.38423, -0.08212, 1.56532)
C (1.72136, -1.41525, 1.77547)
C (2.85789, -1.83748, 2.43761)
C (3.16835, -3.20746, 2.58178)
C (2.33519, -4.17523, 2.10708)
C (1.10698, -3.79704, 1.51340)
C (0.15192, -4.74510, 1.08255)
C (-1.03798, -4.32522, 0.57826)
C (-1.29260, -2.93968, 0.50978)
N (-0.43351, -2.03081, 0.87035)
C (0.77829, -2.42738, 1.36004)
C (3.29630, 3.02162, 1.48478)
H (1.96963, 6.09925, 1.04650)
H (-0.10542, 4.77647, 0.91465)
H (3.35483, 0.47836, 1.39983)
H (3.52303, -1.09345, 2.85509)
H (4.08893, -3.49069, 3.08068)
H (2.58904, -5.22580, 2.19075)
H (0.37799, -5.80120, 1.17864)
H (-1.78963, -5.02767, 0.23934)
H (-2.24939, -2.57149, 0.15074)
H (4.25905, 2.53546, 1.62402)
F (-2.24742, 4.44193, -2.76800)
C (-2.06428, 3.09578, -2.82120)
C (-1.56562, 2.43188, -1.72568)
C (-1.37118, 1.04359, -1.73382)
C (-1.74214, 0.36263, -2.92575)
C (-2.21709, 1.09323, -4.01152)
F (-2.50845, 0.46353, -5.19254)
C (-2.38352, 2.46080, -4.00536)
C (-1.68398, -1.13492, -3.04096)
C (-2.73828, -1.86568, -3.60615)
C (-2.64684, -3.24244, -3.70032)
C (-1.50894, -3.87992, -3.22525)
C (-0.52394, -3.08791, -2.65932)
N (-0.60421, -1.76226, -2.56654)
H (-1.31831, 3.00613, -0.83560)
H (-2.74193, 2.99568, -4.87437)
H (-3.62166, -1.34697, -3.95279)
H (-3.45775, -3.81619, -4.13430)
H (-1.38932, -4.95506, -3.28761)
H (0.38476, -3.53533, -2.25603)
C (3.89781, 1.71007, -2.69624)
S (2.19595, 1.18862, -2.48031)
C (2.07532, 0.36660, -4.07007)
O (2.22762, 0.14634, -1.40883)
H (3.96406, 2.40272, -3.54129)
H (4.51224, 0.81985, -2.85862)
H (4.18968, 2.21378, -1.77299)
H (2.42569, 1.04717, -4.85292)
H (1.02998, 0.11075, -4.22854)
H (2.68537, -0.54040, -4.01893)

Computed properties:
Net charge: -1
2S+1: 1
DFT total energy, Eh: -2638.15710
Kohn-Sham gap, eV: 6.342
Relative energy (zero: lowest compared OMol25 entry of this formula, charge and spin), kcal/mol: 0.00